#w
A cluster of 2 separate species, C2H8N in total. Source: the Open Molecules 2025 dataset; level of theory: ωB97M-V/def2-TZVPD.

```
11
C2H8N ωB97M-V/def2-TZVPD
C -1.25 -0.15 -0.64
C 0.92 0.29 0.65
N 0.10 0.39 -0.55
H -1.72 -0.42 -1.55
H -0.08 -2.33 0.79
H -1.89 -0.13 0.30
H 0.70 1.12 1.34
H 0.65 -0.52 1.22
H 1.95 0.39 0.60
H 0.63 -0.08 -1.33
H 0.00 1.43 -0.83
```

As for the net charge: +1. The HOMO energy (alpha / beta) comes out at -15.24 / -14.90 eV. The HOMO-LUMO gap (alpha / beta) is 9.82 / 10.16 eV.

Atomic partial charges in e from the Mulliken method, atoms 1 to 2: -0.59 -0.87

#x
A cluster of 2 separate species, C2H8N in total. Source: the Open Molecules 2025 dataset; level of theory: ωB97M-V/def2-TZVPD.

```
11
C2H8N ωB97M-V/def2-TZVPD
N 1.31 -1.10 -0.54
H 2.02 -1.15 -1.28
H 1.30 -0.12 -0.22
H 1.62 -1.63 0.29
H 0.35 -1.30 -0.81
C -0.86 0.41 0.87
C -1.23 1.27 -0.07
H -0.11 0.73 1.59
H -1.46 -0.48 1.03
H -1.04 2.34 0.02
H -1.91 1.02 -0.87
```

As for the net charge: +1. The HOMO energy comes out at -14.43 eV. The HOMO-LUMO gap is 10.25 eV.

Atomic partial charges in e from the Mulliken method, atoms 1 to 2: -0.52 0.37

In terms of stability, #x leads; the second structure lies 104.8 kcal/mol higher.

#w
An isolated molecule of C3H5NOS2. Source: the Open Molecules 2025 dataset; level of theory: ωB97M-V/def2-TZVPD.

```
12
C3H5NOS2 ωB97M-V/def2-TZVPD
C -1.03 0.24 0.02
C -0.36 -0.06 1.25
C -0.58 -0.33 -1.09
N 0.51 -1.12 -1.30
O 1.04 2.19 0.30
S 1.38 -0.51 1.44
S 0.86 1.45 1.54
H -1.92 0.90 0.10
H -0.83 -0.34 2.27
H -1.13 0.03 -1.98
H 0.98 -1.46 -0.47
H 1.06 -0.97 -2.08
```

The HOMO energy comes out at -8.24 eV. The HOMO-LUMO gap is 8.68 eV.

Atomic partial charges in e from the Mulliken method, atoms 1 to 2: -0.29 -0.37

#x
An isolated molecule of C3H5NOS2. Source: the Open Molecules 2025 dataset; level of theory: ωB97M-V/def2-TZVPD.

```
12
C3H5NOS2 ωB97M-V/def2-TZVPD
C -0.75 0.80 0.65
C -0.14 -0.36 1.40
C 0.05 -0.17 -1.80
N 1.16 -0.40 -1.15
O 2.19 -0.80 -1.69
S -1.47 0.33 -0.95
S 1.68 -0.49 1.40
H -1.56 1.26 1.33
H -0.03 1.55 0.49
H -0.56 -0.34 2.34
H -0.58 -1.15 0.88
H 0.01 -0.24 -2.90
```

The HOMO energy (alpha / beta) comes out at -8.70 / -8.70 eV. The HOMO-LUMO gap (alpha / beta) is 5.95 / 5.95 eV.

Atomic partial charges in e from the Mulliken method, atoms 1 to 2: -0.60 -0.73

In terms of stability, #w leads; the second structure lies 74.9 kcal/mol higher.

#w
A structure of composition C3H5NOS2. Source: the Open Molecules 2025 dataset; level of theory: ωB97M-V/def2-TZVPD.

```
12
C3H5NOS2 ωB97M-V/def2-TZVPD
C -1.68 0.37 -1.79
C 0.80 0.86 0.81
C 1.49 -1.24 1.63
H -2.66 0.06 -1.16
H -1.01 -0.65 -1.78
H -1.99 0.63 -3.08
H 1.24 1.87 0.93
H 1.09 -1.73 0.80
N 0.11 0.28 -0.14
O 1.38 0.09 1.89
S -0.92 1.62 -0.83
S 2.15 -2.15 2.72
```

The HOMO energy comes out at -8.77 eV. The HOMO-LUMO gap is 8.49 eV.

Atomic partial charges in e from the Mulliken method, atoms 1 to 2: -0.61 0.17

#x
An isolated molecule of C3H5NOS2. Source: the Open Molecules 2025 dataset; level of theory: ωB97M-V/def2-TZVPD.

```
12
C3H5NOS2 ωB97M-V/def2-TZVPD
C 0.21 0.01 0.61
C 0.44 0.19 -1.68
C 0.41 0.15 2.04
N 0.91 0.31 -0.34
O -2.15 0.02 -2.14
S -1.34 -1.30 0.30
S -1.14 -0.93 -1.81
H 0.18 1.22 -1.96
H 1.32 -0.10 -2.28
H 0.66 -0.80 2.39
H -0.43 0.26 2.57
H 0.93 0.98 2.29
```

The HOMO energy comes out at -9.18 eV. The HOMO-LUMO gap is 9.48 eV.

Atomic partial charges in e from the Mulliken method, atoms 1 to 2: 0.61 -0.35

In terms of stability, #x leads; the second structure lies 42.6 kcal/mol higher.

#w
The ion C7H14N3O2 with charge +1. Source: the Open Molecules 2025 dataset; level of theory: ωB97M-V/def2-TZVPD.

```
26
C7H14N3O2 ωB97M-V/def2-TZVPD
C -0.99 1.93 1.46
C -0.20 2.80 0.39
C 0.98 -1.23 -1.00
C -0.15 0.60 -0.38
C 2.40 -0.87 -1.65
C 0.79 -2.58 -0.49
C -1.74 -0.45 1.37
N 0.03 -0.93 -1.95
N -0.64 0.02 -1.67
N -1.33 0.82 0.66
O 0.39 1.93 -0.46
O 0.76 -0.28 0.06
H -0.34 1.37 2.23
H -1.76 2.54 1.93
H -0.95 3.27 -0.19
H 0.55 3.57 0.90
H 2.22 0.20 -1.80
H 2.40 -1.38 -2.64
H 3.04 -1.23 -0.86
H -0.09 -2.61 0.32
H 1.61 -3.00 0.05
H 0.70 -3.44 -1.17
H -0.91 -0.66 2.12
H -2.65 -0.13 1.94
H -1.96 -1.33 0.71
H -2.14 1.09 0.14
```

As for the net charge: +1. The HOMO energy comes out at -14.05 eV. The HOMO-LUMO gap is 10.72 eV. The SMILES is C[N@H+]1CCO[C@]12N=NC(C)(C)O2.

Atomic partial charges in e from the Mulliken method, atoms 1 to 2: -0.41 -0.54

#x
The ion C7H14N3O2 with charge +1. Source: the Open Molecules 2025 dataset; level of theory: ωB97M-V/def2-TZVPD.

```
26
C7H14N3O2 ωB97M-V/def2-TZVPD
C 1.22 1.99 0.09
C 1.90 0.88 -0.03
C -0.39 0.25 -0.33
C -1.32 -0.55 0.63
C 1.68 -2.60 0.45
C -1.12 2.80 -0.22
C 1.25 -1.60 -0.57
N 0.86 -0.36 0.02
N 3.30 0.55 -0.04
N -0.26 1.68 0.25
O 3.81 0.80 1.04
O 3.78 0.12 -1.06
H 1.63 2.97 0.15
H -0.64 0.09 -1.48
H -2.34 -0.02 0.63
H -0.78 -0.63 1.63
H -1.45 -1.60 0.18
H 0.80 -2.76 1.16
H 1.81 -3.66 0.14
H 2.51 -2.19 1.08
H -2.15 2.61 -0.19
H -0.95 3.70 0.27
H -1.02 3.13 -1.24
H 2.07 -1.53 -1.20
H 0.41 -1.92 -1.14
H -0.40 1.50 1.28
```

As for the net charge: +1. The HOMO energy comes out at -13.41 eV. The HOMO-LUMO gap is 9.30 eV. The SMILES is CCN1C([N+](=O)[O-])=C[N@@H+](C)[C@@H]1C.

Atomic partial charges in e from the Mulliken method, atoms 1 to 2: -0.73 0.08

#y
The ion C7H14N3O2 with charge +1. Source: the Open Molecules 2025 dataset; level of theory: ωB97M-V/def2-TZVPD.

```
26
C7H14N3O2 ωB97M-V/def2-TZVPD
C -0.38 -1.35 -1.27
C 0.18 2.16 -0.52
C 0.28 0.73 -0.16
C 1.46 0.29 3.25
C 1.60 -0.50 -2.02
C -2.77 -0.79 -0.90
C 0.92 0.92 2.03
N 0.42 -0.25 -1.19
N -1.59 -1.46 -0.29
N 0.77 0.19 1.02
O -0.23 -2.23 -2.07
O -0.96 1.40 -0.18
H 0.45 2.73 0.25
H 0.40 2.37 -1.61
H 1.49 -0.74 3.17
H 2.48 0.84 3.36
H 0.71 0.46 4.05
H 1.52 -0.04 -3.03
H 2.30 0.11 -1.42
H 1.89 -1.46 -2.03
H -2.54 0.25 -1.24
H -3.07 -1.43 -1.65
H -3.32 -0.59 -0.08
H -1.53 -2.46 -0.25
H 0.62 2.03 2.21
H -1.14 -1.18 0.60
```

As for the net charge: +1. The HOMO energy comes out at -14.03 eV. The HOMO-LUMO gap is 11.15 eV. The SMILES is C/C=N/[C@]1(N(C)C(=O)[NH2+]C)CO1.

Atomic partial charges in e from the Mulliken method, atoms 1 to 2: 0.38 -0.81

In terms of stability, #w leads; the second structure lies 5.3 kcal/mol higher.